[1]
Below is an isolated molecule of C4H7NO at a distorted geometry, with properties calculated with wB97M-V/def2-TZVPD.

Results
Relative energy (zero: lowest compared OMol25 entry of this formula, charge and spin) = 539.32 kJ/mol
Total charge = 0
Calculated total energy = -286.42623 a.u.
HOMO (spin up / spin down) = -0.3094 / -0.2926 hartree

Geometry as XYZ:
```
13
Properties=species:S:1:pos:R:3:forces:R:3
O -2.31266 -0.01145 1.46225 -0.03 -0.16 -0.02
C -1.21854 0.33493 0.73930 0.17 -0.25 -0.29
C 1.25780 1.21517 -0.45693 0.36 1.20 0.14
C 0.76085 -0.11463 -0.76047 -1.15 -0.35 -0.07
N 1.30370 -1.07204 0.13164 1.57 -1.05 0.03
C -0.58025 -0.46752 -0.14325 -0.83 0.64 -0.36
H -2.46350 -0.96285 1.38183 -0.01 0.14 -0.01
H -0.92657 1.36100 0.93416 0.05 -0.23 0.06
H 2.31951 1.34982 -0.26738 -0.23 -0.08 -0.06
H 0.61286 2.08378 -0.32818 0.16 -0.30 -0.16
H 0.76213 -0.35996 -1.83899 0.15 0.06 0.24
H 1.50261 -1.93924 -0.39818 -0.32 0.19 0.32
H -1.01793 -1.41700 -0.45580 0.11 0.20 0.20
```
Positions in Å, forces in eV/Å.

***

[2]
Below is a structure of composition C6H8N3P3 at a distorted geometry, with properties calculated with wB97M-V/def2-TZVPD.

Results
Relative energy (zero: lowest compared OMol25 entry of this formula, charge and spin) = 40.57 kJ/mol
Total charge = 0
Calculated total energy = -1421.72607 a.u.
HOMO = -0.3008 hartree

Geometry as XYZ:
```
20
Properties=species:S:1:pos:R:3:forces:R:3
C 2.96288 0.12137 0.75772 -2.32 1.83 0.08
C 2.60663 -0.94659 0.00143 -2.18 0.45 -0.49
C 2.01963 1.23125 0.79793 1.21 -2.09 -1.67
C 1.34832 -1.03114 -0.65021 1.83 -2.86 -0.78
C 0.85091 1.16539 0.03349 0.63 -0.85 2.13
C 0.41135 -0.05328 -0.51818 1.56 1.23 -0.39
N -2.81182 -1.14106 1.00356 0.95 -1.34 -0.99
N -3.10557 1.21769 0.00059 1.42 0.81 -0.59
N -0.80924 -0.19676 -1.09641 -1.90 -2.69 1.08
P -3.43819 0.24494 1.26050 -0.54 0.77 0.65
P -2.05195 -1.86137 -0.28849 0.82 2.04 -0.63
P -1.84594 1.01314 -1.39637 -2.75 -0.77 -0.42
H 3.84834 0.03815 1.33858 0.60 0.51 0.43
H 3.22135 -1.77859 0.00880 1.22 -1.56 -0.36
H 2.31374 2.11551 1.29113 0.01 0.93 0.58
H 1.19672 -1.97325 -1.31343 -0.17 1.76 1.36
H 0.13668 1.94338 0.13276 -0.45 0.86 -0.07
H -3.22051 2.21204 0.14079 -0.39 0.04 0.37
H -0.85987 -2.28826 0.29525 0.29 -0.25 0.57
H -2.77346 -0.03256 -1.79945 0.16 1.19 -0.86
```
Positions in Å, forces in eV/Å.

***

[3]
Below is a cluster of 8 separate species, C32H46Cl2F24O7 in total at a distorted geometry, with properties calculated with wB97M-V/def2-TZVPD.

Results
Total charge = 0
Calculated total energy = -5090.64338 a.u.
HOMO = -0.3501 hartree

Geometry as XYZ:
```
111
Properties=species:S:1:pos:R:3:forces:R:3
F -1.84693 -0.02553 -3.90309 0.11 -0.01 1.40
C -2.93875 -0.12656 -4.67651 1.17 1.37 -2.36
F -2.60390 -1.08936 -5.57733 -1.08 -0.53 0.28
C -4.22405 -0.29904 -3.89250 1.04 0.43 -0.85
F -4.16598 -1.49071 -3.33233 0.08 -1.52 1.77
F -5.27885 -0.38247 -4.72879 -0.10 0.56 -0.22
C -4.35954 0.79515 -2.82967 -1.97 0.61 0.25
O -4.47768 2.18152 -3.25292 0.53 0.12 -1.32
C -5.53665 2.56362 -4.11683 1.06 -1.30 2.39
F -5.40145 2.07272 -5.32714 0.35 0.23 -1.12
F -6.63749 2.00080 -3.59554 -1.11 0.29 -0.06
C -5.64019 4.08965 -4.07923 -0.51 0.80 0.64
F -4.52186 4.65587 -4.52232 0.93 -0.03 -0.35
F -6.64511 4.54067 -4.85205 -0.41 -0.47 -0.50
H -2.97404 0.79869 -5.25164 -0.38 0.20 -0.02
H -3.57349 0.74897 -2.07595 0.12 0.06 -0.44
H -5.30958 0.58172 -2.33981 0.04 -0.36 0.25
H -5.84901 4.47569 -3.08150 0.15 -0.46 0.29
F -2.58015 -5.61466 -3.24284 0.56 -0.43 0.86
C -3.11543 -4.63726 -2.47475 -1.27 1.63 -2.00
F -4.28497 -5.05536 -1.96381 -0.03 -0.81 1.09
C -2.16349 -4.01957 -1.43513 0.72 -1.85 0.33
F -2.81076 -3.10613 -0.68574 -0.14 0.16 -0.23
F -1.19092 -3.39664 -2.14021 0.00 0.24 0.02
C -1.56895 -5.12417 -0.54991 0.26 -0.32 0.45
O -0.49585 -4.66803 0.28516 -0.10 0.50 1.44
C -0.72077 -4.66551 1.70181 0.35 -0.65 -3.00
F -1.88074 -3.98970 1.90115 0.87 -0.05 0.91
F -0.88382 -5.92106 2.09151 -0.59 -0.81 0.68
C 0.56560 -4.09095 2.34352 0.81 3.15 -1.94
F 0.60214 -4.00247 3.64958 -0.94 -0.69 1.79
F 1.72909 -4.65396 1.95713 -0.31 -1.52 -0.38
H -3.44051 -3.89466 -3.20342 0.53 0.64 0.14
H -1.15533 -5.94402 -1.13715 0.03 0.34 -0.42
H -2.38370 -5.59401 0.00103 -0.09 0.28 0.30
H 0.69152 -3.07976 1.95655 -0.67 0.38 -0.11
F 7.48761 2.76573 -2.97160 0.47 1.69 -0.47
C 7.27453 2.03885 -1.88613 -2.70 -1.67 -1.08
F 8.10459 0.98212 -2.01029 0.81 -0.13 1.13
C 7.31239 2.77769 -0.56231 1.91 -2.80 1.49
F 6.45962 3.73037 -0.43198 -2.42 2.33 -0.84
F 8.51731 3.30211 -0.48114 2.33 1.06 0.44
C 7.09354 1.82610 0.63938 0.96 -0.43 0.00
O 5.86846 1.19908 0.42688 -2.97 -1.02 1.75
C 4.81309 1.49787 1.37821 1.73 -0.26 -2.52
F 5.13588 1.24508 2.64416 0.46 -0.01 0.14
F 4.57993 2.79857 1.25332 -0.48 1.09 0.46
C 3.52722 0.74300 1.07478 -0.21 -1.88 -0.11
F 3.14202 0.80668 -0.23177 0.59 0.30 0.74
F 3.75875 -0.58848 1.38014 -0.11 0.83 -0.41
H 6.27550 1.61902 -2.00356 -0.32 0.02 0.19
H 7.14198 2.27658 1.63075 -0.03 0.83 -0.32
H 7.87637 1.06918 0.68791 0.04 -0.13 -0.41
H 2.72140 1.07559 1.72911 -0.03 0.22 -0.18
C -0.95669 3.30272 3.30383 0.38 -0.33 1.25
C -2.25558 2.83512 3.91937 -1.65 -0.25 -0.89
C -2.92814 4.14212 4.31510 1.00 -0.14 0.60
O -1.83061 5.02673 4.58659 -0.75 1.27 -0.04
C -0.60403 4.40128 4.32305 0.03 -0.64 -0.72
H -1.12390 3.70591 2.30504 0.13 0.09 0.07
H -0.20106 2.51726 3.29055 0.06 -0.01 -0.23
H -2.20221 2.13552 4.75352 0.43 0.09 -0.02
H -2.94577 2.41728 3.18647 0.21 -0.62 -0.12
H -3.52244 4.02701 5.22155 -0.15 0.15 -0.06
H -3.54050 4.52686 3.49956 -0.01 0.24 0.03
H -0.26169 3.99692 5.27562 0.49 -0.35 -0.07
H 0.15031 5.07053 3.90929 -0.23 0.42 0.21
C 0.16403 -0.09246 -1.22526 0.59 -0.86 -0.46
C -1.17747 0.22025 -0.64874 -0.53 -0.24 -0.47
C -0.96674 0.12181 0.83637 0.80 1.81 0.31
O 0.26803 -0.59665 1.02777 -0.36 -0.61 0.86
C 0.68114 -1.11278 -0.21624 0.15 0.16 -1.16
H 0.79049 0.79865 -1.26498 0.15 -0.09 0.04
H 0.09144 -0.55189 -2.21104 0.07 0.22 -0.13
H -1.85485 -0.59450 -0.90455 -0.33 0.22 -0.45
H -1.50410 1.19213 -1.01868 -0.46 -0.06 0.28
H -1.88222 -0.19559 1.33563 0.40 -0.89 0.35
H -0.73204 1.10626 1.24117 -0.26 0.22 0.15
H 0.24746 -2.09334 -0.41254 -0.27 -0.16 0.03
H 1.75824 -1.24057 -0.32408 0.05 0.17 0.70
C -3.07658 -1.70036 4.09671 0.68 -0.10 0.94
C -4.22505 -1.23610 3.25874 -2.39 0.55 -0.02
C -5.25836 -0.53378 4.27284 1.23 -1.39 -0.59
O -4.45268 -0.22384 5.38169 1.12 0.99 0.42
C -3.41457 -1.22836 5.53232 -1.23 0.08 -0.44
H -2.11364 -1.29624 3.78440 -0.04 0.09 -0.08
H -2.99363 -2.78628 4.05195 0.09 0.04 0.11
H -4.70025 -2.08615 2.76914 -0.09 0.10 -0.14
H -4.01440 -0.49440 2.48828 0.41 -0.09 0.04
H -6.06341 -1.16662 4.64635 -0.11 -0.56 -0.39
H -5.74785 0.31833 3.80123 0.39 0.39 0.35
H -3.88089 -2.00327 6.14073 0.20 -0.48 -0.08
H -2.56065 -0.85521 6.09772 -0.19 0.42 -0.16
C 5.61576 -1.55343 -1.55455 -0.13 0.77 1.21
C 4.29904 -2.08128 -2.06373 -0.30 0.44 0.10
C 4.63214 -2.25632 -3.53349 -0.89 -0.30 1.38
O 5.88704 -2.84519 -3.41950 1.42 -0.78 -1.77
C 6.66100 -2.32928 -2.33245 -0.91 0.15 -0.29
H 5.66907 -1.56544 -0.46592 0.26 -0.27 0.01
H 5.68055 -0.49694 -1.81479 0.10 0.10 -0.10
H 3.47658 -1.39063 -1.87757 -0.10 -0.15 0.13
H 4.13893 -3.05771 -1.60650 -0.43 -0.03 -0.09
H 4.60405 -1.30230 -4.05995 0.24 0.17 -0.23
H 3.91398 -2.94626 -3.97658 0.34 -0.09 -0.41
H 7.41895 -1.61425 -2.65238 0.30 -0.33 -0.31
H 7.10554 -3.21504 -1.87869 0.06 0.28 0.37
Cl 1.72028 5.90043 -0.59904 -0.03 -0.44 -0.34
C 2.00737 4.15059 -0.75539 0.52 0.05 0.77
Cl 1.22441 3.29084 0.62367 0.03 0.15 -0.68
H 1.69057 3.75089 -1.71871 -0.35 0.21 0.31
H 3.07750 3.98883 -0.62597 -0.18 0.04 -0.07
```
Positions in Å, forces in eV/Å.

***

[4]
Below is an isolated molecule of C5H8O at a distorted geometry, with properties calculated with wB97M-V/def2-TZVPD.

Results
Relative energy (zero: lowest compared OMol25 entry of this formula, charge and spin) = 184.60 kJ/mol
Total charge = 0
Calculated total energy = -270.48758 a.u.
HOMO = -0.3458 hartree

Geometry as XYZ:
```
14
Properties=species:S:1:pos:R:3:forces:R:3
C 1.33798 -0.33269 -0.15347 -1.60 0.46 -0.73
C 0.99161 0.93472 0.08481 1.21 0.51 -0.68
C -0.45083 1.45815 -0.06246 -0.01 0.35 -0.32
O -1.39884 0.40899 -0.49595 1.03 1.95 1.09
C -1.17777 -0.75246 0.28798 2.43 0.69 -0.93
C 0.16898 -1.36501 -0.26443 1.19 0.98 5.07
H 2.41031 -0.56906 -0.32489 -1.03 -0.28 0.37
H 1.88159 1.64768 0.13786 -1.71 -0.49 0.16
H -0.79261 2.03253 0.88299 0.23 -1.09 -1.37
H -0.41318 2.19196 -0.92097 -0.25 -0.68 0.98
H -1.03647 -0.47849 1.33459 -0.20 -0.10 0.20
H -2.04053 -1.35983 0.15188 -0.46 -0.79 -0.04
H 0.54371 -2.08162 0.53982 -0.86 -0.17 -1.47
H -0.02397 -1.73488 -1.19775 0.02 -1.34 -2.34
```
Positions in Å, forces in eV/Å.

***

[5]
Below is a structure of composition C5H11N2S at a distorted geometry, with properties calculated with wB97M-V/def2-TZVPD.

Results
Relative energy (zero: lowest compared OMol25 entry of this formula, charge and spin) = 181.26 kJ/mol
Total charge = +1
Calculated total energy = -704.52153 a.u.
HOMO = -0.4749 hartree

Geometry as XYZ:
```
19
Properties=species:S:1:pos:R:3:forces:R:3
C -0.67271 1.14962 -1.78455 0.37 -1.72 2.66
C 1.12914 -1.03983 -1.16079 0.00 -0.39 0.31
C -1.15599 0.05665 2.31806 0.01 0.25 0.02
C -1.04215 0.95130 1.07995 -0.01 -0.33 0.27
C -0.67923 0.12177 -0.11424 -0.45 1.73 -3.07
N 2.42329 -1.32790 -1.25092 0.14 -0.02 0.07
N 0.62709 -0.37281 -0.12037 0.56 -0.14 0.23
S 0.49973 0.78201 -2.76937 -0.35 0.45 -0.30
H -1.45937 1.87310 -1.87668 -0.28 0.33 -0.18
H 0.44515 -1.65361 -1.73364 0.05 0.09 0.03
H -1.89537 -0.72479 2.16633 -0.08 -0.09 0.00
H -1.46126 0.65335 3.17344 -0.01 -0.02 0.09
H -0.20304 -0.41207 2.55633 0.04 -0.06 0.05
H -0.29120 1.72488 1.25197 -0.02 0.11 -0.11
H -1.99942 1.43894 0.90265 0.04 0.08 -0.11
H -1.41810 -0.62708 -0.38831 0.04 -0.11 0.13
H 2.76000 -1.92091 -1.99153 -0.03 0.01 0.07
H 3.10954 -0.81671 -0.71687 0.02 -0.06 -0.10
H 1.28389 0.14409 0.45853 -0.05 -0.10 -0.09
```
Positions in Å, forces in eV/Å.